{
  "formula": "C46H60N4O11",
  "method": "the ωB97M-V functional and the def2-TZVPD basis",
  "elements": ["C", "C", "C", "C", "C", "C", "C", "C", "C", "C", "C", "C", "C", "N", "C", "C", "O", "O", "C", "O", "C", "C", "C", "C", "C", "O", "C", "O", "C", "C", "C", "C", "C", "C", "H", "H", "H", "H", "H", "H", "H", "H", "H", "H", "H", "H", "H", "H", "H", "H", "H", "H", "H", "H", "H", "H", "H", "H", "H", "H", "H", "H", "H", "H", "H", "H", "H", "H", "H", "H", "H", "H", "H", "H", "H", "H", "H", "H", "H", "O", "N", "O", "C", "C", "C", "C", "C", "C", "H", "H", "H", "H", "H", "O", "N", "O", "C", "C", "C", "C", "C", "C", "H", "H", "H", "H", "H", "O", "N", "O", "C", "C", "C", "C", "C", "C", "H", "H", "H", "H", "H"],
  "positions_angstrom": [[1.3871, -2.6598, -0.6794], [-0.2118, -2.5211, -0.5979], [-0.8011, -1.5309, -1.6873], [-2.0494, -0.6628, -1.1602], [-2.1925, 0.6002, -2.1147], [-1.7554, 1.9732, -1.4560], [-0.3470, 1.9020, -0.6887], [0.6249, 3.1221, -0.9918], [2.0507, 2.7196, -1.5331], [1.9477, 1.6951, -2.7624], [1.3504, 2.4161, -4.0760], [0.5730, 1.3726, -5.0209], [-0.8513, 1.9008, -5.4791], [-0.8649, 3.3313, -5.9144], [-1.4243, 3.5160, -7.2316], [-0.6726, 2.9179, -8.4798], [-2.4584, 4.1655, -7.3831], [2.4529, 3.9476, -2.2521], [3.8532, 3.8769, -2.4472], [4.3554, 4.4485, -3.4053], [4.5938, 2.9673, -1.3442], [5.3478, 1.7496, -2.0961], [5.7829, 3.6347, -0.5400], [6.9669, 4.1619, -1.4876], [3.2638, 2.5819, -0.5333], [3.0979, 3.7949, 0.2814], [3.3281, 1.3715, 0.4821], [2.1490, 0.5464, 0.5115], [1.4260, 0.6796, 1.7041], [1.1354, 1.9734, 2.3925], [0.3155, 2.0818, 3.6525], [-0.2667, 0.8217, 4.2628], [0.0376, -0.4834, 3.5709], [0.8656, -0.5636, 2.3147], [1.7580, -2.4492, -1.7288], [1.9162, -1.9271, -0.0039], [1.7243, -3.7070, -0.4007], [-0.5124, -2.2362, 0.4663], [-0.6101, -3.5629, -0.7821], [-1.1387, -2.1355, -2.5749], [0.0524, -0.8703, -2.0269], [-2.9633, -1.3256, -1.2555], [-1.8653, -0.3778, -0.0809], [-3.2959, 0.6879, -2.3757], [-1.5725, 0.4177, -3.0375], [-2.5546, 2.2236, -0.6852], [-1.7884, 2.8309, -2.1982], [0.1081, 0.8869, -0.8299], [-0.6171, 1.9698, 0.4124], [0.6321, 3.7879, -0.0895], [0.1337, 3.7275, -1.8180], [1.2654, 0.8248, -2.5606], [2.9427, 1.2764, -3.0759], [2.2488, 2.7733, -4.6512], [0.6120, 3.2227, -3.8315], [0.4320, 0.3655, -4.5294], [1.1832, 1.2552, -5.9728], [-1.6150, 1.8089, -4.6438], [-1.2190, 1.2532, -6.3232], [-1.4923, 3.8317, -5.2712], [0.4333, 3.1023, -8.3098], [-0.8986, 1.8192, -8.5223], [-0.9959, 3.4981, -9.3816], [6.3439, 1.5177, -1.6344], [4.7372, 0.8026, -2.1040], [5.5005, 2.1138, -3.1611], [6.2173, 2.8195, 0.1224], [5.4861, 4.4909, 0.1228], [6.6863, 4.1460, -2.5738], [7.2915, 5.1824, -1.1286], [7.8451, 3.4691, -1.3439], [3.6428, 3.7309, 1.0822], [4.1787, 0.6977, 0.1345], [3.6179, 1.6760, 1.5365], [1.5176, 2.9396, 1.9740], [0.1015, 3.0788, 4.1176], [-0.9077, 0.8668, 5.1870], [-0.3896, -1.4457, 3.9668], [0.9933, -1.5904, 1.8766], [-1.6846, -3.3167, 1.6165], [-2.5805, -3.7288, 2.3358], [-2.7225, -3.4185, 3.5057], [-3.5444, -4.6638, 1.7544], [-3.3922, -5.0684, 0.4336], [-4.2934, -5.9747, -0.1079], [-5.3380, -6.4647, 0.6671], [-5.4893, -6.0466, 1.9847], [-4.5903, -5.1428, 2.5346], [-2.5820, -4.6933, -0.1796], [-4.1801, -6.3024, -1.1344], [-6.0372, -7.1769, 0.2429], [-6.3068, -6.4292, 2.5842], [-4.7149, -4.8262, 3.5626], [-0.2937, -8.4823, -0.2448], [-0.5202, -7.9707, 0.8372], [-1.6330, -7.8176, 1.3080], [0.6227, -7.5007, 1.6236], [1.9067, -7.6222, 1.1051], [2.9850, -7.1531, 1.8437], [2.7757, -6.5730, 3.0899], [1.4890, -6.4646, 3.6053], [0.4052, -6.9289, 2.8717], [2.0805, -8.0721, 0.1357], [3.9897, -7.2367, 1.4466], [3.6195, -6.2025, 3.6617], [1.3309, -6.0144, 4.5781], [-0.5934, -6.8367, 3.2809], [-1.3714, 5.0853, 5.4017], [-1.9079, 4.2074, 6.0576], [-1.3195, 3.4639, 6.8297], [-3.3532, 4.0313, 5.9021], [-4.0472, 4.8334, 5.0036], [-5.4136, 4.6473, 4.8415], [-6.0751, 3.6701, 5.5767], [-5.3750, 2.8792, 6.4808], [-4.0079, 3.0572, 6.6466], [-3.5415, 5.5971, 4.4261], [-5.9636, 5.2623, 4.1392], [-7.1415, 3.5236, 5.4438], [-5.8953, 2.1208, 7.0537], [-3.4714, 2.4338, 7.3510]],
  "forces_ev_per_a": [[-0.1842, 0.0288, -0.1319], [0.7594, -0.3503, 0.0152], [-0.0377, -0.1821, 0.9171], [1.1199, -0.3889, -0.9409], [-0.5835, 0.3071, 0.4729], [-0.2211, -0.2395, 0.6001], [-0.9878, 0.3603, 0.6127], [-0.7696, -0.8051, -0.1882], [-0.3672, 0.5565, -1.5322], [-0.8440, -0.1182, -0.3286], [-0.0592, -1.3792, -0.0420], [0.0755, 0.7118, -0.4221], [0.2204, -0.7370, 0.4135], [-1.1107, -0.4542, -0.9181], [-0.8718, 0.6353, -0.2326], [0.4292, 0.6129, 1.3409], [1.6540, -0.7428, 0.2408], [2.9870, -0.6398, 0.3958], [-0.1254, 1.1193, -0.9662], [-0.7446, -1.1936, 2.1054], [-0.3494, -1.2259, -1.0519], [-0.8003, 0.4248, -0.6309], [0.1367, 0.4299, 0.0576], [0.0832, -0.5855, 0.6603], [0.5106, 1.2431, 2.0478], [-0.4284, -0.3430, 0.2671], [1.4746, -0.7502, -1.0884], [-0.0960, 1.0225, 1.6075], [-2.1410, -0.6099, 2.9241], [-0.8785, -1.2225, 1.2293], [0.2150, -3.5508, -1.2695], [2.0206, 0.0535, -2.9690], [0.7384, 2.3839, -1.0251], [-0.9273, 2.2008, 1.6334], [-0.4459, -0.3136, 1.0597], [-0.6145, -0.7277, -0.7510], [-0.4099, 1.2192, -0.2659], [0.5495, -0.1539, -1.9387], [0.2019, 1.1318, 0.2967], [0.3873, 0.6904, 0.6790], [-1.0623, -0.4939, 0.3136], [0.9442, 0.8623, 0.3931], [-0.3643, -0.2659, -1.1586], [1.3951, 0.0173, -0.1033], [-0.8000, 0.1134, 0.7814], [0.9242, -0.2146, -0.9026], [0.1541, -1.0719, 0.6218], [-0.2540, 1.1640, 0.0377], [0.4847, -0.2876, -1.3035], [0.5356, -0.5961, -0.9547], [0.8438, -0.6555, 0.9183], [0.8417, 0.7908, 0.2341], [-0.8637, 0.4184, 0.6021], [-1.2661, 0.2805, 0.5997], [1.1281, -0.5169, -0.1716], [0.2350, 0.9677, -0.5517], [-0.6929, -0.1667, 1.1580], [0.9986, -0.0252, -0.9107], [0.3198, 0.4902, 0.8679], [0.4474, -0.0380, -0.5785], [-1.2178, -0.5184, -0.2948], [0.3278, 1.0511, -0.2918], [0.0950, -0.8460, 0.8599], [-1.0093, 0.3189, -0.3990], [0.5967, 0.9995, -0.0661], [0.0229, -0.7792, 1.1943], [-0.6642, 0.9499, -0.6383], [-0.0458, -0.8862, -0.7216], [0.2297, 0.3378, 1.1471], [-0.4296, -1.0787, -0.7047], [-0.7796, 0.7839, -0.3049], [-0.1495, -0.1270, -0.4783], [-1.0736, 0.5986, 0.3459], [-0.5063, -0.0035, -1.3126], [-0.3348, -1.1430, 0.2588], [0.3832, -1.0839, -0.6135], [0.8751, -0.0933, -1.1786], [0.5074, 1.1993, -0.4483], [0.0569, 1.4380, 0.3666], [-0.5812, -0.4372, 0.6355], [0.1720, 0.2068, 0.2117], [0.0523, -0.0580, -0.2321], [-0.4470, -0.4458, -0.3096], [0.0955, 0.0143, -0.1418], [-0.0934, 0.0372, 0.1885], [0.0119, 0.0187, -0.0012], [0.1496, 0.0348, -0.1671], [-0.0720, -0.0093, 0.1771], [0.0006, 0.0688, 0.2134], [0.0409, 0.0405, 0.0865], [0.0566, 0.0574, 0.0326], [0.0791, 0.0550, -0.0108], [0.1750, 0.0780, -0.1148], [-0.0260, 0.1171, 0.2298], [-0.2585, -0.1258, -0.2209], [0.1743, -0.0136, -0.0529], [0.5665, 0.2544, 0.3826], [0.0841, -0.0422, -0.1378], [-0.1688, 0.0484, 0.1308], [-0.0056, -0.0026, -0.0042], [0.0973, -0.0681, -0.1766], [-0.1258, 0.0631, 0.1002], [-0.2150, 0.0227, 0.0674], [-0.0966, -0.0158, -0.0040], [-0.0679, -0.0338, -0.0417], [-0.0360, -0.0367, -0.0840], [0.0211, -0.0850, -0.2018], [-0.1490, -0.3085, 0.1923], [0.5283, 0.0062, 0.1405], [-0.2993, 0.3052, -0.3730], [-0.6991, -0.1112, -0.0680], [0.0246, 0.1202, -0.1201], [0.0453, -0.1501, 0.1509], [0.0068, 0.0000, 0.0041], [0.0422, 0.1631, -0.1444], [0.0276, -0.1364, 0.1122], [0.1250, -0.1320, 0.1336], [0.0831, -0.0251, 0.0477], [0.0828, 0.0171, 0.0158], [0.0811, 0.0483, -0.0236], [0.1192, 0.1511, -0.1198]],
  "lowdin_charge": [-0.106, -0.247, -0.203, -0.182, -0.214, -0.180, -0.167, -0.070, -0.279, -0.057, -0.135, -0.160, -0.203, 0.024, -0.480, -0.012, 0.037, -0.007, -0.326, 0.106, -0.257, -0.030, -0.174, -0.088, -0.267, -0.051, -0.069, -0.095, -0.236, -0.020, -0.042, -0.066, -0.056, 0.011, 0.073, 0.042, 0.068, 0.058, 0.086, 0.113, 0.073, 0.109, 0.113, 0.111, 0.077, 0.111, 0.097, 0.080, 0.102, 0.120, 0.115, 0.086, 0.112, 0.115, 0.099, 0.099, 0.110, 0.107, 0.113, 0.120, 0.089, 0.078, 0.085, 0.084, 0.077, 0.101, 0.119, 0.109, 0.071, 0.080, 0.072, 0.095, 0.140, 0.148, 0.092, 0.079, 0.084, 0.085, 0.086, 0.037, -0.322, 0.076, -0.143, -0.001, -0.061, -0.066, -0.064, -0.001, 0.108, 0.112, 0.109, 0.108, 0.118, 0.077, -0.347, 0.069, -0.146, -0.003, -0.066, -0.071, -0.063, -0.001, 0.119, 0.108, 0.108, 0.110, 0.118, 0.068, -0.346, 0.065, -0.147, 0.000, -0.065, -0.072, -0.066, -0.002, 0.120, 0.109, 0.108, 0.108, 0.119],
  "homo_energy_ev": -8.486,
  "e_above_lowest_kcal_mol": 0.0,
  "lumo_energy_ev": -0.706,
  "smiles": "CCCCCCCC[C@@]1(CCCCNC(C)=O)OC(=O)[C@@](C)(CC)[C@]1(O)COc1ccccc1.O=[N+]([O-])c1ccccc1.O=[N+]([O-])c1ccccc1.O=[N+]([O-])c1ccccc1"
}